[1]
C5H14N2O | wB97M-V/def2-TZVPD

Properties
**LUMO level**: 0.6 eV
**Structure (SMILES)**: C=NCC[C@@H](C)N.O
**E_HOMO**: -8.63 eV

Structure (XYZ):
```
22
Properties=species:S:1:pos:R:3:forces:R:3
C -2.7351 0.7357 -0.1339 0.436 0.727 1.384
N -1.8204 1.5653 -0.3781 -0.026 0.680 -1.368
C -0.4547 1.2286 -0.6263 2.327 0.215 -0.958
C 0.2223 0.1693 0.2361 -1.021 -0.727 -0.555
C 1.3072 -0.7225 -0.4274 1.581 -2.305 1.328
C 1.7024 -0.4987 -1.8866 -1.228 1.635 1.092
N 2.5808 -0.6111 0.3460 0.944 0.582 -0.027
H -2.5504 -0.2691 0.2708 -0.356 -0.037 -0.729
H -3.7134 1.2195 -0.0262 -0.057 -0.731 -0.066
H 0.2198 2.0991 -0.6959 -0.669 0.581 1.189
H -0.2158 1.0361 -1.6837 -1.416 -0.819 -0.146
H -0.5844 -0.5430 0.4566 0.236 0.228 0.500
H 0.5453 0.6647 1.1564 0.243 -0.521 -0.052
H 1.0229 -1.7962 -0.2374 -0.383 0.833 -0.681
H 1.6201 0.5870 -1.8978 0.874 0.295 -0.720
H 0.9471 -0.7913 -2.6009 0.068 -0.666 -0.227
H 2.7194 -0.8123 -2.0825 -0.108 -0.229 -0.284
H 3.4305 -1.0143 -0.0770 -0.979 0.287 -0.298
H 2.5452 -1.0802 1.2337 -0.468 0.034 0.417
O -2.3612 -0.2387 2.6124 0.462 -0.915 1.538
H -1.9984 -1.0838 2.9467 -0.132 0.101 -0.948
H -2.4291 0.1558 3.4950 -0.328 0.752 -0.389
```
Forces are in eV/Å.

Here are the Löwdin charges for atoms 1 to 2, given in e:
1. C -0.069
2. N -0.025

---

[2]
CCeF5LiO3P | wB97M-V/def2-TZVPD

Properties
**LUMO level (spin up / spin down)**: -9.6 / -9.3 eV
**2S+1**: 2
**E_HOMO (spin up / spin down)**: -20.06 / -20.06 eV
**Total charge**: +2

Structure (XYZ):
```
12
Properties=species:S:1:pos:R:3:forces:R:3
P 1.2280 0.8743 -0.0145 6.078 1.164 1.352
F 2.0970 0.8211 1.2974 -1.230 -0.131 -1.119
F -1.5226 1.8003 -1.2805 -1.258 -1.134 2.295
F 2.5064 0.7016 -0.9527 -1.963 -0.072 0.357
F 1.1629 2.4049 -0.3868 -1.139 -1.789 0.003
F -0.1073 1.1577 1.0094 -0.860 -0.108 -0.297
O 0.7879 -0.6382 -0.3487 -1.176 0.802 -0.131
O -0.0989 -2.6593 -0.2404 -0.712 1.214 0.309
C -0.2864 -1.4631 -0.0871 2.802 -1.956 -0.905
O -1.3923 -0.9644 0.2707 -2.452 1.217 0.579
Li -1.9798 -3.0787 0.2338 0.468 -0.534 -0.154
Ce -2.3949 1.0441 0.4992 1.442 1.327 -2.290
```
Forces are in eV/Å.

Here are the Löwdin charges for atoms 1 to 2, given in e:
1. P 0.563
2. F -0.013

---

[3]
C3H11NOS | wB97M-V/def2-TZVPD

Properties
**LUMO level**: 0.9 eV
**Structure (SMILES)**: CSC.NCO
**E_HOMO**: -8.42 eV

Structure (XYZ):
```
17
Properties=species:S:1:pos:R:3:forces:R:3
C -0.6905 -0.1263 -2.4615 -0.384 -0.832 -0.706
S -1.7749 0.3205 -1.1075 -0.094 0.583 0.186
C -1.7232 -1.1611 -0.1004 0.386 -0.558 -0.036
H 0.1555 -0.6897 -2.0951 0.453 0.197 0.207
H -0.3789 0.7691 -2.9930 0.080 0.071 0.161
H -1.1841 -0.7902 -3.1921 -0.027 0.335 0.250
H -1.5484 -0.9729 0.9557 -0.178 0.375 0.024
H -2.6260 -1.7347 -0.2206 -0.395 -0.198 0.043
H -0.8949 -1.7926 -0.4106 0.132 0.009 -0.154
N 1.7360 0.1729 0.7400 -0.229 0.082 -0.013
C 0.7457 0.7093 1.6509 0.961 -0.866 0.097
O 1.1583 1.8433 2.4108 -0.156 0.250 -0.126
H 2.1414 0.8408 0.0959 -0.191 -0.001 0.022
H 2.4593 -0.3624 1.1919 0.123 0.110 0.123
H -0.1611 0.8890 1.0743 -0.005 0.441 0.222
H 0.5894 -0.0806 2.3960 -0.385 0.061 -0.232
H 1.9963 2.1655 2.0651 -0.091 -0.059 -0.068
```
Forces are in eV/Å.

Here are the Löwdin charges for atoms 1 to 2, given in e:
1. C -0.443
2. S 0.739